Record 1
The following is a DFT calculation (ωB97M-V/def2-TZVPD) of a molecular structure, C30H38IInN5 in a non-equilibrium geometry.

Properties
Multiplicity ... 1
Gap between HOMO and LUMO ... 6.24 eV
HOMO energy ... -4.42 eV
Total charge ... -1

Each line ends with the Löwdin charge.
Atoms and positions in Å:
C: -1.283891 0.824756 0.885683  -0.09
C: -0.253933 0.040477 0.082678  -0.44
C: -0.242014 -1.457281 0.398595  -0.10
C: 1.150810 0.634070 0.239368  -0.30
C: 1.680322 0.733034 1.693530  -0.34
In: 1.505046 2.801883 2.562710  0.04
I: 1.363487 4.744655 0.519582  -0.07
H: -1.439500 1.793595 0.406139  0.06
H: -2.254548 0.328774 0.903808  0.07
H: -0.951706 1.033099 1.898136  0.03
H: -0.516429 0.149199 -0.973910  0.12
H: 0.277743 -1.968667 -0.407612  0.05
H: 0.321307 -1.622659 1.315513  0.06
H: -1.245150 -1.877467 0.461243  0.06
H: 1.149857 1.626467 -0.212898  0.04
H: 1.853938 0.033474 -0.345685  0.09
H: 1.147719 0.063417 2.367198  0.01
H: 2.724001 0.432550 1.735732  0.00
H: 0.004390 2.808930 3.543647  -0.12
H: 2.949327 3.115517 3.569278  -0.12
N: -0.942957 -3.107488 -2.434691  0.07
C: -0.822568 -2.839996 -3.732811  -0.14
C: -1.616389 -3.414493 -4.714545  -0.08
C: -2.589318 -4.323158 -4.329768  -0.09
C: -2.728591 -4.609303 -2.980613  -0.08
C: -1.884568 -3.976645 -2.079472  -0.15
H: -0.049607 -2.123589 -3.991294  0.11
H: -1.477038 -3.149834 -5.753465  0.08
H: -3.231323 -4.787396 -5.066663  0.08
H: -3.476862 -5.308514 -2.632111  0.10
H: -1.961779 -4.169006 -1.013974  0.10
N: -2.821924 3.865796 -0.842065  0.07
C: -2.958070 5.037690 -0.224898  -0.14
C: -4.034416 5.889899 -0.432736  -0.08
C: -5.017924 5.507291 -1.329575  -0.10
C: -4.888956 4.290499 -1.979544  -0.09
C: -3.776420 3.511571 -1.698295  -0.16
H: -2.162699 5.300619 0.464572  0.09
H: -4.096112 6.830444 0.097771  0.10
H: -5.872035 6.146251 -1.518753  0.10
H: -5.633045 3.950937 -2.687924  0.09
H: -3.635993 2.549626 -2.181046  0.10
N: -3.896811 -4.452194 -7.558497  0.06
C: -2.740815 -4.664295 -8.186573  -0.15
C: -2.642625 -5.206055 -9.458787  -0.07
C: -3.810135 -5.552456 -10.118081  -0.08
C: -5.021543 -5.342412 -9.480316  -0.08
C: -5.008834 -4.791484 -8.208403  -0.15
H: -1.849623 -4.386225 -7.635620  0.09
H: -1.674907 -5.352770 -9.918225  0.10
H: -3.776559 -5.979462 -11.112292  0.10
H: -5.957558 -5.598659 -9.957236  0.10
H: -5.935368 -4.606841 -7.675645  0.10
N: 3.857661 -0.115937 4.308341  0.08
C: 5.098096 0.283453 4.044414  -0.16
C: 6.193185 -0.568768 4.038492  -0.07
C: 5.985953 -1.908181 4.325350  -0.09
C: 4.698125 -2.339256 4.601546  -0.08
C: 3.673054 -1.404962 4.578123  -0.15
H: 5.208141 1.341186 3.825749  0.10
H: 7.181048 -0.189504 3.814727  0.10
H: 6.814451 -2.605894 4.331744  0.10
H: 4.490572 -3.376584 4.828029  0.09
H: 2.648034 -1.697957 4.780132  0.11
N: 5.277954 2.981976 7.766326  0.04
C: 5.132775 4.153284 8.384466  -0.18
C: 4.062611 5.007133 8.173414  -0.09
C: 3.085085 4.626380 7.266020  -0.08
C: 3.217746 3.414970 6.610176  -0.07
C: 4.327349 2.633550 6.896704  -0.14
H: 5.920611 4.414330 9.084425  0.09
H: 3.997976 5.947026 8.705997  0.09
H: 2.233912 5.265801 7.069175  0.11
H: 2.482883 3.084193 5.889972  0.06
H: 4.465383 1.677592 6.405517  0.08

Forces on atoms 1 to 6 (eV/Å):
0.02 0.36 -0.35
0.03 -0.16 0.05
0.35 0.38 -0.21
0.23 -0.03 0.36
-0.24 0.77 -0.46
0.12 -0.96 0.64

***

Record 2
The following is a DFT calculation (ωB97M-V/def2-TZVPD) of a single C2H3NO2S molecule in a non-equilibrium geometry.

Properties
Multiplicity ... 1
Gap between HOMO and LUMO ... 8.34 eV
HOMO energy ... -9.01 eV
Total charge ... 0
ΔE to the lowest compared entry with this formula, charge and spin ... 72.9 kcal per mole

Each line ends with the Löwdin charge.
Atoms and positions in Å:
C: 0.081332 0.216715 -0.068587  -0.80
C: -0.950955 -0.601978 0.766702  -0.24
H: 1.899364 -0.988740 1.809654  0.11
H: 2.058315 0.386856 -0.210863  0.13
H: -0.627667 -0.841410 1.807474  0.12
N: 1.325617 0.000625 0.343612  -0.09
O: 1.751715 -1.203662 0.882472  0.00
O: -2.013224 -0.937000 0.297319  0.06
S: -0.331220 1.304738 -1.214911  0.71

Forces on atoms 1 to 6 (eV/Å):
-1.53 -0.59 0.38
-0.69 0.07 -1.13
0.18 -0.22 0.19
0.42 0.48 -0.40
-0.28 0.06 -0.35
1.16 0.48 -0.20

***

Record 3
The following is a DFT calculation (ωB97M-V/def2-TZVPD) of a molecular structure, C40H36N7O4S2SiTm in a non-equilibrium geometry.

Properties
Multiplicity ... 3
Gap between HOMO and LUMO (alpha / beta) ... 4.81 / 4.57 eV
HOMO energy (alpha / beta) ... -1.71 / -1.57 eV
Total charge ... -2
ΔE to the lowest compared entry with this formula, charge and spin ... 0.0 kcal per mole
⟨S²⟩ ... 2.013

Each line ends with the Löwdin charge.
Atoms and positions in Å:
Tm: -4.547509 -17.167802 -8.737732  1.01
C: 0.261994 -20.633893 -8.685798  -0.12
C: -1.007664 -21.195723 -8.616750  -0.09
C: -2.112429 -20.511244 -9.128063  -0.03
C: -1.983805 -19.207323 -9.615627  -0.32
C: -0.681176 -18.701657 -9.784920  -0.04
C: 0.408664 -19.397692 -9.293262  -0.10
N: -3.094968 -18.487955 -10.102903  -0.04
C: -3.181977 -18.285600 -11.439731  -0.24
C: -2.558828 -19.122518 -12.423676  0.00
C: -2.747368 -18.897601 -13.775871  -0.10
C: -3.601993 -17.889052 -14.220382  -0.13
C: -4.234982 -17.078059 -13.307161  -0.04
C: -4.012689 -17.226256 -11.924670  -0.24
N: -4.637587 -16.448440 -10.982463  -0.03
N: -5.209172 -15.359499 -11.479758  0.07
C: -5.740245 -14.552281 -10.575633  -0.38
C: -6.416992 -13.391337 -11.044792  -0.01
C: -7.058101 -12.590865 -10.124501  -0.09
C: -6.954748 -12.943042 -8.782979  -0.09
C: -6.261738 -14.077376 -8.392305  -0.12
N: -5.685897 -14.909546 -9.267064  0.04
H: 1.120552 -21.142443 -8.260265  0.08
H: -1.136584 -22.145887 -8.098845  0.10
H: -3.082182 -20.983685 -9.131533  0.05
H: -0.525231 -17.732442 -10.255308  0.11
H: 1.393181 -18.952352 -9.354325  0.09
H: -1.927334 -19.929040 -12.082654  0.11
H: -2.218984 -19.498683 -14.521607  0.10
H: -3.776717 -17.715249 -15.279585  0.09
H: -4.919607 -16.293303 -13.609282  0.10
H: -6.469815 -13.231705 -12.114129  0.10
H: -7.620697 -11.709826 -10.429055  0.10
H: -7.441715 -12.348461 -8.025950  0.09
H: -6.155077 -14.346133 -7.336033  0.12
O: -5.276646 -15.965299 -4.639787  0.02
C: -4.637215 -15.869427 -5.671432  -0.59
O: -5.026946 -16.381921 -6.812092  -0.28
C: -3.338348 -15.072182 -5.617618  -0.12
C: -3.089328 -14.424446 -4.376761  -0.04
C: -1.980353 -13.597379 -4.212461  -0.13
C: -1.119298 -13.399560 -5.273320  -0.13
C: -1.297425 -14.065335 -6.481569  -0.17
C: -2.411518 -14.905111 -6.704560  -0.59
S: -2.362822 -15.641632 -8.311225  0.55
H: -3.813515 -14.592372 -3.583172  0.10
H: -1.802911 -13.077803 -3.272185  0.08
H: -0.243203 -12.757425 -5.200654  0.09
H: -0.597249 -13.933104 -7.296132  0.07
S: -5.727571 -21.034791 -8.492541  0.54
C: -5.257317 -22.228649 -9.542769  -0.97
N: -4.849056 -23.059586 -10.251375  -0.03
O: 1.123622 -23.005922 -5.802935  -0.05
C: 0.712036 -22.323557 -4.644560  -0.27
N: -0.603292 -21.723471 -4.722515  0.08
C: -0.762176 -20.411066 -5.112562  -0.42
O: 0.174515 -19.590663 -5.151995  0.05
C: -2.172128 -20.082897 -5.476077  -0.12
C: -3.266123 -20.695802 -4.856260  0.00
C: -4.558317 -20.389400 -5.306376  -0.05
C: -4.701078 -19.416644 -6.273166  -0.23
N: -3.668536 -18.867923 -6.918238  0.03
C: -2.432506 -19.088917 -6.418049  -0.04
H: 1.074554 -22.387527 -6.554894  0.07
H: 1.416925 -21.502969 -4.433416  0.12
H: 0.735709 -23.051190 -3.828848  0.12
H: -1.335627 -22.350743 -5.063666  0.14
H: -3.101984 -21.382920 -4.037421  0.11
H: -5.415405 -20.937626 -4.947894  0.11
H: -5.665930 -19.028443 -6.535970  0.07
H: -1.617268 -18.514293 -6.831960  0.12
C: -8.380406 -16.461117 -9.994272  -0.24
Si: -7.422791 -17.888495 -9.235006  0.50
C: -8.181986 -18.147661 -7.545277  -0.25
C: -7.930122 -19.341986 -10.301384  -0.37
C: -9.183421 -19.871026 -10.070268  -0.13
C: -9.652261 -20.907545 -10.858911  -0.11
C: -8.895109 -21.376584 -11.910151  -0.12
C: -7.659283 -20.819227 -12.172699  -0.09
C: -7.197455 -19.772650 -11.395038  -0.12
H: -9.392185 -16.819965 -10.183996  0.02
H: -7.969392 -16.125249 -10.946300  0.01
H: -8.449704 -15.595544 -9.335662  0.01
H: -9.216153 -17.780966 -7.582264  0.02
H: -7.646400 -17.565463 -6.804825  0.00
H: -8.132202 -19.190976 -7.233437  0.02
H: -9.819513 -19.529401 -9.264413  0.09
H: -10.633726 -21.320798 -10.645548  0.09
H: -9.298930 -22.153036 -12.544739  0.09
H: -7.050022 -21.182061 -12.992238  0.10
H: -6.243111 -19.326513 -11.622769  0.09

Forces on atoms 1 to 6 (eV/Å):
0.42 -0.05 0.79
-0.42 -0.12 0.16
0.06 0.16 0.15
0.19 0.00 0.33
0.43 -0.78 -1.28
-0.24 0.20 0.41

***

Record 4
The following is a DFT calculation (ωB97M-V/def2-TZVPD) of 2 unconnected molecules or ions with the total composition C4H14N2 in a non-equilibrium geometry.

Properties
Multiplicity ... 1
Gap between HOMO and LUMO ... 9.38 eV
HOMO energy ... -8.31 eV
Total charge ... 0
ΔE to the lowest compared entry with this formula, charge and spin ... 31.8 kcal per mole

Each line ends with the Löwdin charge.
Atoms and positions in Å:
N: 1.017550 -3.583526 -0.030764  -0.22
C: -0.205288 -4.311103 -0.199502  -0.18
C: 0.771827 -2.206861 -0.453559  -0.16
H: 1.879016 -4.007900 -0.397603  0.11
H: -0.057029 -5.403829 -0.175210  0.08
H: -0.528655 -4.022406 -1.213747  0.06
H: -1.005443 -4.048708 0.512899  0.08
H: 1.662351 -1.605529 -0.204612  0.08
H: -0.117862 -1.708736 -0.032948  0.08
H: 0.668175 -2.244324 -1.551035  0.07
N: 0.160118 2.906390 0.617690  -0.21
C: -0.920183 3.287571 1.478371  -0.18
C: -0.118618 3.231258 -0.804994  -0.15
H: 0.921106 3.560300 0.841458  0.10
H: -0.854841 4.384290 1.576029  0.07
H: -0.807254 2.837898 2.479190  0.08
H: -1.918094 3.028078 1.086657  0.08
H: -1.122301 2.878405 -1.096078  0.07
H: 0.630448 2.714441 -1.428210  0.07
H: -0.055022 4.314288 -1.004033  0.07

Forces on atoms 1 to 6 (eV/Å):
0.04 0.66 1.77
0.05 -0.84 -1.14
1.57 -0.13 -0.66
-1.02 0.42 0.03
-0.03 0.43 0.08
-0.83 -0.57 0.01

***

Record 5
The following is a DFT calculation (ωB97M-V/def2-TZVPD) of 2 unconnected molecules or ions with the total composition C3H6O3S in a non-equilibrium geometry.

Properties
Multiplicity ... 1
Gap between HOMO and LUMO ... 5.57 eV
HOMO energy ... 0.67 eV
Total charge ... -2
ΔE to the lowest compared entry with this formula, charge and spin ... 9.0 kcal per mole

Each line ends with the Löwdin charge.
Atoms and positions in Å:
O: -1.774407 0.446745 -0.583531  -0.14
C: -0.983045 0.725465 0.387325  -0.70
O: -0.906414 1.863224 0.895084  -0.09
C: -0.030655 -0.375082 0.927194  -0.26
C: 1.398448 0.127719 0.959123  -0.81
S: 2.539148 -1.122165 1.639240  -0.05
H: -0.037405 -1.206115 0.210805  0.08
H: -0.439732 -0.782944 1.850965  0.09
H: 1.742097 0.352862 -0.060967  0.04
H: 1.538002 1.073014 1.481290  0.02
H: -0.765976 0.078346 -3.092179  0.00
H: -1.263567 -0.385599 -1.854542  -0.02
O: -1.016496 -0.795470 -2.759808  -0.17

Forces on atoms 1 to 6 (eV/Å):
0.28 -0.29 0.24
-0.15 0.51 -0.27
-0.06 -0.20 0.24
-0.60 0.41 -1.45
0.76 -0.14 0.23
0.47 -0.25 0.27

***

Record 6
The following is a DFT calculation (ωB97M-V/def2-TZVPD) of a molecular structure, C26H25CeF9NO2 in a non-equilibrium geometry.

Properties
Multiplicity ... 2
Gap between HOMO and LUMO (alpha / beta) ... 7.91 / 8.02 eV
HOMO energy (alpha / beta) ... -8.26 / -8.38 eV
Total charge ... 0
ΔE to the lowest compared entry with this formula, charge and spin ... 0.0 kcal per mole
⟨S²⟩ ... 0.751

Each line ends with the Löwdin charge.
Atoms and positions in Å:
C: -2.382342 -0.596125 0.184492  -0.15
C: -1.679877 -1.397675 -0.754430  -0.17
C: -0.738724 -2.188887 -0.029883  -0.22
H: -1.895887 -1.472693 -1.816886  0.12
C: -0.855976 -1.850401 1.363557  -0.20
C: -1.877739 -0.867961 1.483739  -0.16
H: -0.321060 -2.330625 2.179047  0.09
C: 0.576155 2.089233 -1.811751  -0.15
C: -0.269607 1.071976 -2.340203  -0.14
C: 0.506598 -0.117230 -2.446087  -0.14
H: -1.306360 1.168924 -2.656160  0.12
C: 1.820158 0.172670 -1.967024  -0.33
C: 1.860009 1.542923 -1.549274  -0.12
H: -0.125827 -2.989685 -0.433824  0.10
H: -2.264790 -0.467411 2.421469  0.11
H: -3.229946 0.034236 -0.056633  0.10
H: 2.729871 2.055870 -1.126170  0.13
H: 0.197657 -1.092360 -2.829671  0.12
H: 0.327957 3.125569 -1.647563  0.09
Ce: 0.262555 0.223490 0.104795  1.27
C: 2.909030 -0.836336 -1.742577  -0.47
C: 4.253814 -0.116459 -1.907175  -0.04
C: 2.830142 -1.994418 -2.746239  -0.02
H: 4.251207 0.396816 -2.878254  0.10
H: 5.076306 -0.837897 -1.870202  0.08
H: 4.408803 0.614325 -1.107874  0.09
H: 2.785260 -1.580287 -3.763084  0.10
H: 1.965135 -2.647767 -2.591347  0.08
H: 3.741858 -2.604523 -2.663508  0.09
C: 2.661117 -1.372995 -0.285080  -0.07
C: 3.840323 -2.189398 0.212668  -0.43
H: 1.729420 -1.984825 -0.275841  0.09
H: 2.547258 -0.520480 0.437644  0.11
O: 4.977542 -1.922344 -0.177835  0.04
N: 3.687291 -3.228910 1.079757  0.06
C: 2.541592 -3.580818 1.906725  -0.13
H: 4.573189 -3.660449 1.316206  0.15
C: 1.672762 -4.624130 1.233796  -0.23
C: 0.532702 -5.063220 1.915580  -0.06
H: 0.370824 -4.699469 2.934567  0.12
C: -0.365952 -5.922935 1.287135  -0.07
H: -1.270240 -6.221655 1.819137  0.11
C: -0.102471 -6.386008 -0.007240  -0.09
H: -0.810659 -7.052371 -0.498863  0.10
C: 1.069213 -6.000363 -0.668003  -0.08
H: 1.297823 -6.365337 -1.669045  0.10
C: 1.970792 -5.129048 -0.040716  -0.04
H: 2.903056 -4.837320 -0.534220  0.11
H: 1.944613 -2.685787 2.157402  0.12
H: 2.938989 -3.997361 2.848943  0.14
F: -0.145027 3.756587 2.247313  0.16
C: -0.876041 4.124197 1.167787  -0.49
F: -1.549368 5.263661 1.445375  0.17
F: 0.023443 4.385582 0.179797  0.15
C: -1.794150 2.946983 0.758707  -0.23
O: -0.983189 1.837302 0.535340  -0.29
C: -2.817103 2.663354 1.890485  -0.48
F: -3.533575 3.758979 2.231871  0.16
F: -3.689507 1.684168 1.517694  0.15
F: -2.173258 2.195032 2.986790  0.15
C: -2.608673 3.312966 -0.506450  -0.48
F: -3.486277 4.315244 -0.273710  0.17
F: -1.808929 3.690120 -1.536166  0.15
F: -3.284645 2.221419 -0.959272  0.15

Forces on atoms 1 to 6 (eV/Å):
0.07 -0.83 0.02
-0.23 -0.50 0.82
-0.55 -0.22 0.53
0.11 0.10 0.30
-0.52 -0.32 -0.66
-0.03 -0.60 -0.24

***

| no. | calculated total energy (Ha) |
| --- | --- |
| 1 | -1927.5607 |
| 2 | -681.3431 |
| 3 | -4401.4313 |
| 4 | -270.2449 |
| 5 | -741.8211 |
| 6 | -2584.9888 |